[1]
Computed, not measured: a single C5H8O2 molecule, with ωB97M-V/def2-TZVPD.

```
15
Properties=species:S:1:pos:R:3
C 2.02 0.68 0.46
C 0.75 0.41 0.25
C -0.59 0.99 0.37
O -0.91 2.09 -0.42
C -0.39 -0.36 -0.29
C -0.84 -1.61 0.43
O -0.62 -0.33 -1.68
H 2.24 1.60 0.99
H 2.86 0.06 0.15
H -1.08 1.03 1.34
H -0.80 1.79 -1.34
H -1.90 -1.81 0.24
H -0.69 -1.48 1.51
H -0.25 -2.49 0.12
H 0.20 -0.57 -2.14
```

Output
Gap between HOMO and LUMO ... 9.9515 eV
SMILES ... C=C1[C@@H](O)[C@@]1(C)O
ΔE to the lowest compared entry with this formula, charge and spin ... 2.532 eV
Total charge ... 0

Here are the natural (NBO) charges for atoms 1 to 8, given in e: -0.355 -0.068 0.046 -0.691 0.183 -0.618 -0.708 0.205

[2]
Computed, not measured: a single C5H8O2 molecule, with ωB97M-V/def2-TZVPD.

```
15
Properties=species:S:1:pos:R:3
C -1.39 0.27 -0.76
C -1.21 -0.40 0.59
O -0.23 -1.42 0.46
C 1.03 -0.87 0.05
C 1.42 0.43 0.70
C 1.01 0.41 -0.76
O -0.22 0.99 -1.11
H -1.63 -0.47 -1.55
H -2.20 1.01 -0.72
H -0.87 0.39 1.29
H -2.12 -0.77 1.07
H 1.72 -1.69 -0.15
H 0.57 0.77 1.30
H 2.37 0.74 1.13
H 1.75 0.61 -1.54
```

Output
Gap between HOMO and LUMO ... 10.2830 eV
SMILES ... C1CO[C@@H]2C[C@@H]2O1
ΔE to the lowest compared entry with this formula, charge and spin ... 2.684 eV
Total charge ... 0

Here are the natural (NBO) charges for atoms 1 to 8, given in e: -0.089 -0.106 -0.507 0.060 -0.496 0.058 -0.517 0.177

[3]
Computed, not measured: 2 unconnected molecules or ions with the total composition C5H8O2, with ωB97M-V/def2-TZVPD.

```
15
Properties=species:S:1:pos:R:3
C -0.56 0.62 2.11
C -0.82 0.36 0.87
C -1.41 -0.01 -0.29
O -1.80 -1.34 -0.41
H 0.44 0.58 2.51
H -1.37 0.60 2.83
H -1.98 0.70 -0.88
H -1.29 -1.68 -1.18
C 1.67 0.11 -0.25
C 0.41 -0.03 -1.34
O 0.33 -1.11 -1.95
H 1.99 1.14 -0.07
H 2.44 -0.45 -0.80
H 1.57 -0.43 0.69
H 0.37 0.94 -1.84
```

Output
Gap between HOMO and LUMO ... 9.2409 eV
SMILES ... C=C=CO.CC=O
ΔE to the lowest compared entry with this formula, charge and spin ... 4.485 eV
Total charge ... 0

Here are the natural (NBO) charges for atoms 1 to 8, given in e: -0.464 0.179 -0.019 -0.694 0.234 0.247 0.220 0.502

[4]
Computed, not measured: 2 unconnected molecules or ions with the total composition C5H8O2, with ωB97M-V/def2-TZVPD.

```
15
Properties=species:S:1:pos:R:3
C 1.42 0.76 -0.48
O 0.93 0.12 -1.67
C -0.26 -0.49 -1.29
C -0.92 0.50 -0.35
C 0.32 0.47 0.56
C 0.52 -1.04 0.79
O 0.11 -1.56 -0.34
H 1.55 1.83 -0.67
H 2.39 0.33 -0.20
H -0.77 -0.92 -2.14
H -1.83 0.13 0.13
H -1.10 1.46 -0.83
H 0.34 1.08 1.46
H -0.99 -1.43 2.40
H -1.68 -1.25 2.63
```

Output
Gap between HOMO and LUMO ... 9.3749 eV
ΔE to the lowest compared entry with this formula, charge and spin ... 4.091 eV
Total charge ... 0

Here are the natural (NBO) charges for atoms 1 to 8, given in e: -0.082 -0.504 0.329 -0.453 -0.417 0.315 -0.486 0.198

[5]
Computed, not measured: a molecular structure, C5H8O2, with ωB97M-V/def2-TZVPD.

```
15
Properties=species:S:1:pos:R:3
C 0.02 1.15 -0.11
C -0.28 -0.31 0.22
C -1.13 -1.30 -0.48
C -1.39 -0.94 0.97
O 1.08 -0.60 0.52
C 1.48 0.69 0.08
O 2.21 0.55 -1.11
H -0.22 1.47 -1.12
H 2.36 1.44 -1.46
H -0.34 1.86 0.63
H -1.83 -0.95 -1.24
H -0.68 -2.26 -0.69
H -2.26 -0.34 1.21
H -1.11 -1.67 1.72
H 2.08 1.19 0.85
```

Output
Gap between HOMO and LUMO ... 10.2922 eV
ΔE to the lowest compared entry with this formula, charge and spin ... 2.134 eV
Total charge ... 0

Here are the natural (NBO) charges for atoms 1 to 8, given in e: -0.469 0.241 -0.439 -0.442 -0.495 0.382 -0.709 0.216

[6]
Computed, not measured: a single C5H8O2 molecule, with ωB97M-V/def2-TZVPD.

```
15
Properties=species:S:1:pos:R:3
C -0.16 -1.02 1.13
C 0.23 0.01 0.09
O -0.32 1.31 0.32
C -1.65 1.44 0.20
O -2.43 0.57 -0.09
C 0.48 -0.36 -1.34
C 1.62 0.08 -0.45
H -0.12 -2.02 0.70
H -1.18 -0.85 1.46
H 0.51 -0.98 1.99
H -1.92 2.48 0.43
H 0.41 -1.41 -1.60
H 0.16 0.33 -2.11
H 2.34 -0.65 -0.10
H 2.03 1.08 -0.62
```

Output
Gap between HOMO and LUMO ... 11.3273 eV
SMILES ... CC1(OC=O)CC1
ΔE to the lowest compared entry with this formula, charge and spin ... 0.991 eV
Total charge ... 0

Here are the natural (NBO) charges for atoms 1 to 8, given in e: -0.631 0.229 -0.497 0.651 -0.580 -0.427 -0.430 0.221

[7]
Computed, not measured: 2 unconnected molecules or ions with the total composition C5H8O2, with ωB97M-V/def2-TZVPD.

```
15
Properties=species:S:1:pos:R:3
C -0.37 1.54 -0.15
C -0.05 0.13 0.34
C -0.68 -1.02 -0.39
C -1.15 -0.65 0.99
O 1.25 0.01 0.89
C 2.63 -0.60 -0.79
O 2.32 -0.18 -1.81
H 0.29 1.83 -0.98
H -0.25 2.28 0.65
H -1.40 1.62 -0.51
H -1.33 -0.81 -1.24
H -0.11 -1.93 -0.49
H -2.14 -0.19 1.10
H -0.86 -1.30 1.81
H 1.85 -0.73 0.58
```

Output
Gap between HOMO and LUMO ... 10.5303 eV
ΔE to the lowest compared entry with this formula, charge and spin ... 2.188 eV
Total charge ... 0

Here are the natural (NBO) charges for atoms 1 to 8, given in e: -0.616 0.239 -0.452 -0.438 -0.728 0.493 -0.469 0.213

[8]
Computed, not measured: 3 unconnected molecules or ions with the total composition C5H8O2, with ωB97M-V/def2-TZVPD.

```
15
Properties=species:S:1:pos:R:3
C -1.65 -0.51 -0.50
C -1.38 -1.28 0.50
C -1.74 0.12 0.86
H -1.73 -0.34 -1.56
H -1.05 -2.23 0.89
H -0.95 0.81 1.20
H -2.72 0.34 1.30
C 0.90 1.85 -0.53
O 0.75 1.10 -1.47
H 0.24 2.71 -0.35
H 1.71 1.69 0.20
C 1.90 -1.08 -0.14
O 1.61 -0.89 1.02
H 1.20 -1.57 -0.84
H 2.88 -0.77 -0.55
```

Output
Gap between HOMO and LUMO ... 9.9207 eV
SMILES ... C1=CC1.C=O.C=O
ΔE to the lowest compared entry with this formula, charge and spin ... 4.745 eV
Total charge ... 0

Here are the natural (NBO) charges for atoms 1 to 8, given in e: -0.191 -0.173 -0.433 0.231 0.228 0.163 0.177 0.281